Arrangement A

ORCA calculation (ωB97M-V/def2-TZVPD) on the ion C4H12NO with charge +1.

Atoms and positions in Å:
C 1.42277 -0.07879 1.54003
C 0.68368 0.09324 0.22378
N 0.83676 -1.11855 -0.59312
C -0.76271 0.39373 0.48523
C -1.58901 0.86268 -0.72153
O -1.17430 0.09209 -1.88738
H 1.00645 -0.87804 2.15888
H 1.45666 0.87061 2.04628
H 2.46932 -0.37472 1.44549
H 1.14505 0.93557 -0.27804
H 0.32118 -1.88501 -0.17017
H 0.28321 -0.95948 -1.46048
H 1.71917 -1.35869 -0.97066
H -1.27458 -0.38524 1.05898
H -0.75301 1.17130 1.23612
H -2.65255 0.67459 -0.61579
H -1.28089 1.85909 -0.92903
H -1.85718 0.08563 -2.56859

structure (SMILES) = C[C@@H]([NH3+])CCO
LUMO level = -3.19 eV
HOMO energy = -15.01 eV
Kohn-Sham gap = 0.434 hartree
charge = +1


Arrangement B

ORCA calculation (ωB97M-V/def2-TZVPD) on a cluster of 2 separate species, C4H12NO in total.

Atoms and positions in Å:
C -0.73267 -1.45051 2.23372
C 0.17012 -0.33169 1.75039
C 0.21638 -0.07554 0.29181
C 1.29282 0.37112 -0.34757
N 1.24634 0.63920 -1.79455
H -0.20215 -2.23687 2.77270
H -1.31359 -2.03843 1.51184
H -1.53038 -1.14584 2.91134
H 1.15803 -0.38203 2.20027
H -0.27201 0.56501 2.20655
H -0.62871 -0.29829 -0.34559
H 2.22879 0.60383 0.13674
H 1.75197 -0.05035 -2.36109
H 0.28794 0.70553 -2.19378
H 1.72460 1.51393 -1.98518
H -2.15609 0.62126 -1.86386
H -1.74628 1.76807 -2.93591
O -1.49511 1.22157 -2.18783

LUMO level = -3.31 eV
HOMO energy = -14.17 eV
Kohn-Sham gap = 0.399 hartree
charge = +1


Stability comparison, relative energies in kJ/mol: arrangement A 0.0; arrangement B 56.9


Arrangement A

ORCA calculation (ωB97M-V/def2-TZVPD) on a structure of composition C5H8N2O.

Atoms and positions in Å:
C 0.93201 -1.43116 0.88625
C 0.99718 -0.81570 -0.45755
C 0.40259 0.49913 -0.23251
C 1.17268 1.80706 -0.16934
C -2.87342 -0.36660 -0.37409
H -0.35927 -1.12684 1.33815
H 1.01081 -2.67623 0.86030
H 1.96481 -0.73895 1.34541
H 0.57763 2.68407 -0.65224
H 2.24692 1.98949 -0.83599
H 1.55414 1.90214 0.82789
H -3.50273 0.76711 0.31259
H -3.41553 -1.39826 -0.62918
N -0.88008 0.74167 -0.19010
N -1.55850 -0.61536 -0.67554
O 1.73074 -1.22158 -1.35407

LUMO level = -0.01 eV
HOMO energy = -9.64 eV
Kohn-Sham gap = 0.354 hartree


Arrangement B

ORCA calculation (ωB97M-V/def2-TZVPD) on a structure of composition C5H8N2O.

Atoms and positions in Å:
C 0.17192 0.38039 1.32619
C 1.33152 0.00819 -0.22322
C -0.49762 0.53700 0.00619
N 1.46338 -1.31735 -0.45608
C -1.45574 -0.51609 -0.46392
C -0.61039 1.79369 -0.57196
N -1.88130 -1.51404 0.18308
O 2.14031 0.83148 -0.55297
H 2.34501 -1.64873 -0.81312
H 0.77400 -1.98753 -0.16273
H -1.38605 -1.60825 1.07460
H 0.39409 1.30770 1.84423
H 0.45120 -0.56012 1.78791
H -1.89021 -0.33126 -1.44809
H 0.13489 2.55159 -0.38876
H -1.48500 2.07333 -1.14137

LUMO level (alpha / beta) = -0.24 / -0.24 eV
HOMO energy (alpha / beta) = -7.77 / -7.77 eV
Kohn-Sham gap (alpha / beta) = 0.277 / 0.277 hartree


Arrangement C

ORCA calculation (ωB97M-V/def2-TZVPD) on an isolated molecule of C5H8N2O.

Atoms and positions in Å:
C 0.64051 -2.02433 0.26846
C 0.27149 0.40273 -0.47289
C -0.98743 1.03399 -0.22974
C 0.75257 -0.57051 0.60804
C -2.18374 1.46808 -0.46875
O 0.68728 1.93854 0.05458
N 0.50050 0.00129 -1.72828
N 1.20484 -0.05996 1.67636
H 1.03294 1.72920 0.95074
H 0.15341 0.69308 -2.39035
H 1.52109 -0.75628 2.34943
H -0.40831 -2.29740 0.13165
H 1.13489 -2.20683 -0.68522
H 1.07317 -2.64594 1.05289
H -2.86859 0.89573 -1.08505
H -2.52462 2.39860 -0.03188

LUMO level (alpha / beta) = -0.37 / -0.36 eV
HOMO energy (alpha / beta) = -8.19 / -8.19 eV
Kohn-Sham gap (alpha / beta) = 0.287 / 0.288 hartree


Arrangement D

ORCA calculation (ωB97M-V/def2-TZVPD) on an isolated molecule of C5H8N2O.

Atoms and positions in Å:
O -2.64409 -0.09444 -0.66977
C -1.82661 0.48589 0.37518
C -0.34859 0.36428 -0.02837
C 0.51904 1.40930 -0.07863
N 1.86816 1.32010 -0.33492
C 2.35698 0.18526 -0.18329
N 1.73550 -1.02782 -0.02615
C 0.25300 -1.09309 -0.05277
H -3.48650 -0.50184 -0.28866
H -2.01179 1.55979 0.48542
H -2.07763 -0.08939 1.34952
H 0.10229 2.44590 -0.18040
H 3.50573 -0.09322 -0.00381
H 2.30610 -1.78510 -0.29262
H -0.17579 -1.56659 -0.95342
H -0.07578 -1.51903 0.88269

structure (SMILES) = OCC1=CN=CNC1
LUMO level = 0.68 eV
HOMO energy = -8.10 eV
Kohn-Sham gap = 0.322 hartree


Stability comparison, relative energies in kJ/mol: arrangement A 576.5; arrangement B 193.6; arrangement C 322.7; arrangement D 0.0


Arrangement A

ORCA calculation (ωB97M-V/def2-TZVPD) on an isolated molecule of C5H8N2O.

Atoms and positions in Å:
H 1.21167 2.44164 0.13951
N 0.21259 2.19638 -0.15047
C 0.23504 0.94030 -0.15916
C 1.68028 0.16900 -0.02432
C 1.81378 -1.25785 -0.29101
O 2.53373 0.93060 0.32833
N -0.87995 0.04713 -0.46208
C -1.60234 -0.64900 0.52618
C -2.19383 0.51288 -0.10905
H 2.54349 -1.43382 -1.16988
H 0.91465 -1.75930 -0.51165
H 2.11529 -1.69239 0.65219
H -1.15862 -0.64614 1.50231
H -1.97359 -1.62287 0.20194
H -3.07667 0.38685 -0.74416
H -2.37552 1.43658 0.27132

structure (SMILES) = [H]/N=C(\C(C)=O)N1CC1
LUMO level = 0.44 eV
HOMO energy = -9.44 eV
Kohn-Sham gap = 0.363 hartree


Arrangement B

ORCA calculation (ωB97M-V/def2-TZVPD) on a cluster of 2 separate species, C5H8N2O in total.

Atoms and positions in Å:
H 1.03263 2.83410 -0.29976
N 0.75239 1.89125 -0.58143
N -0.30644 1.56481 0.07733
C -0.83302 0.34161 -0.16092
C -1.95384 -0.09429 0.73135
C -0.27165 -0.51904 -1.08923
O 0.45322 -0.10031 -2.11163
H -1.95470 0.46572 1.65340
H -2.92821 0.03840 0.25173
H -1.89470 -1.13963 1.01259
H -0.61416 -1.54391 -1.17448
H 0.78055 0.82160 -1.85137
C 2.09663 -0.78853 0.42886
C 1.79000 -1.57251 1.28762
H 2.40301 0.05784 -0.19083
H 1.44831 -2.25711 2.01678

structure (SMILES) = [H]/N=N/C(C)=C\O.C#C
LUMO level (alpha / beta) = -0.09 / -0.09 eV
HOMO energy (alpha / beta) = -8.62 / -8.62 eV
Kohn-Sham gap (alpha / beta) = 0.313 / 0.313 hartree


Stability comparison, relative energies in kJ/mol: arrangement A 0.0; arrangement B 183.7


Arrangement A

ORCA calculation (ωB97M-V/def2-TZVPD) on an isolated molecule of C5H8N2O.

Atoms and positions in Å:
O 1.02744 -0.61022 -1.74752
C 0.25580 -0.40064 -0.80574
N -1.05216 -0.90982 -0.83275
C -2.04154 -0.13167 -0.13981
C -1.71165 -1.43018 0.50718
N 0.54431 0.42931 0.25900
C 1.43395 1.46581 -0.25873
C 2.02348 0.38667 0.57084
H -1.87210 0.75519 0.57425
H -3.07713 0.05648 -0.58124
H -2.30207 -2.32778 0.49091
H -1.04896 -1.37312 1.46861
H 1.18140 2.35030 0.26445
H 1.67236 1.33417 -1.34936
H 2.34605 0.72591 1.62993
H 2.62084 -0.32040 -0.05002

structure (SMILES) = O=C(N1CC1)N1CC1
LUMO level = 1.04 eV
HOMO energy = -9.87 eV
Kohn-Sham gap = 0.401 hartree


Arrangement B

ORCA calculation (ωB97M-V/def2-TZVPD) on an isolated molecule of C5H8N2O.

Atoms and positions in Å:
C -2.31480 -1.25072 0.07913
C -1.86644 0.14249 -0.08434
O -2.38538 1.08068 -0.56099
N -0.31134 0.30874 0.46408
C 0.58012 1.00291 -0.48329
C 1.94646 1.18740 0.11952
C 1.91626 -0.34851 0.38278
N 0.59043 -0.46978 -0.25785
H -2.62315 -1.24295 1.15334
H -1.58413 -1.98515 -0.35869
H -3.33854 -1.46849 -0.54857
H 0.35495 1.46683 -1.38734
H 2.06487 1.88803 0.92073
H 2.61217 1.34824 -0.60684
H 2.63115 -0.96301 -0.24277
H 1.72735 -0.69673 1.41110

structure (SMILES) = CC(=O)N1[C@H]2CCN21
LUMO level = 1.04 eV
HOMO energy = -8.93 eV
Kohn-Sham gap = 0.366 hartree


Stability comparison, relative energies in kJ/mol: arrangement A 0.0; arrangement B 53.4


Arrangement A

ORCA calculation (ωB97M-V/def2-TZVPD) on an isolated molecule of C3N2O2S.

Atoms and positions in Å:
C 0.89496 -1.27334 0.01326
C 1.55167 1.12068 0.02776
C 0.58539 0.06163 0.00409
N 1.14020 -2.39116 -0.00504
N 2.30465 2.02007 0.02738
O -0.78375 0.44760 -0.12231
O -3.19888 -0.63955 0.04502
S -2.49423 0.65408 0.00984

LUMO level (alpha / beta) = -2.48 / -2.15 eV
HOMO energy (alpha / beta) = -10.05 / -9.77 eV
Kohn-Sham gap (alpha / beta) = 0.278 / 0.280 hartree


Arrangement B

ORCA calculation (ωB97M-V/def2-TZVPD) on an isolated molecule of C3N2O2S.

Atoms and positions in Å:
O 2.65884 1.46963 0.48545
C 1.56438 1.33033 0.15855
N 0.39977 1.46260 -0.12949
C -0.74710 0.73136 -0.22483
S -2.25671 1.46049 -0.24833
N -0.48000 -0.65379 -0.25329
C -0.82145 -1.82179 -0.16684
O -1.11669 -2.93075 -0.10877

structure (SMILES) = O=C=NC(=S)N=C=O
LUMO level (alpha / beta) = -1.10 / -1.10 eV
HOMO energy (alpha / beta) = -9.47 / -9.47 eV
Kohn-Sham gap (alpha / beta) = 0.307 / 0.307 hartree


Stability comparison, relative energies in kJ/mol: arrangement A 374.3; arrangement B 0.0


Arrangement A

ORCA calculation (ωB97M-V/def2-TZVPD) on a cluster of 2 separate species, CH8NO in total.

Atoms and positions in Å:
O 1.99255 -0.84842 -0.23453
H 2.55147 -1.27943 -0.87774
H -1.18029 -0.67471 1.03431
H 2.56140 -0.60563 0.48796
C -1.14414 1.09134 -0.17162
N -0.64063 -0.28019 0.26957
H -1.98296 1.29847 0.47940
H -1.39484 1.00031 -1.21801
H -0.35258 1.79297 0.04241
H -0.70169 -0.98477 -0.46601
H 0.29173 -0.50995 0.65425

LUMO level = -3.67 eV
HOMO energy = -16.52 eV
Kohn-Sham gap = 0.472 hartree
charge = +1


Arrangement B

ORCA calculation (ωB97M-V/def2-TZVPD) on a cluster of 2 separate species, CH8NO in total.

Atoms and positions in Å:
N 0.52716 1.39216 -0.91285
H -0.10665 1.83112 -1.64982
H 0.69641 2.16992 -0.33220
H -0.00339 0.60896 -0.35203
H 1.41651 0.93735 -1.28443
C -0.28543 -1.39699 0.54707
O -0.45502 0.00602 0.95385
H 0.69326 -1.55203 0.03027
H -0.26480 -2.16931 1.40114
H -1.07774 -1.84152 -0.06679
H -1.14030 0.01431 1.66580

LUMO level = -3.85 eV
HOMO energy = -15.82 eV
Kohn-Sham gap = 0.440 hartree
charge = +1


Arrangement C

ORCA calculation (ωB97M-V/def2-TZVPD) on a cluster of 2 separate species, CH8NO in total.

Atoms and positions in Å:
C 0.00000 0.00000 0.00000
N 0.26592 -1.35426 0.27006
H 0.60019 0.19588 -0.90444
H 0.39641 0.61509 0.82531
H -1.04187 0.30417 -0.19646
H -0.12154 -1.89466 -0.52959
H -0.19277 -1.68723 1.14204
H 1.28368 -1.55691 0.33858
O -0.84218 -2.80742 2.86260
H -1.52381 -2.83491 3.57174
H -0.65020 -3.75233 2.66632

LUMO level = -3.83 eV
HOMO energy = -16.01 eV
Kohn-Sham gap = 0.448 hartree
charge = +1


Stability comparison, relative energies in kJ/mol: arrangement A 5.2; arrangement B 61.9; arrangement C 0.0


Arrangement A

ORCA calculation (ωB97M-V/def2-TZVPD) on an isolated molecule of CH3N5.

Atoms and positions in Å:
H -2.12301 1.19381 -0.49477
N -1.85231 0.87553 0.43072
C -0.66103 0.32513 0.38135
N 0.18843 0.05092 1.53705
N 1.25713 -0.54853 1.12375
N 1.29324 -0.55623 -0.14973
N 0.14758 -0.10414 -0.62505
H 2.05110 -0.84403 -0.65439
H -0.30113 -0.39245 -1.54893

structure (SMILES) = [H]/N=c1/nn[nH][nH]1
LUMO level = 0.40 eV
HOMO energy = -8.57 eV
Kohn-Sham gap = 0.330 hartree


Arrangement B

ORCA calculation (ωB97M-V/def2-TZVPD) on an isolated molecule of CH3N5.

Atoms and positions in Å:
H 0.08172 -1.60663 1.99702
N 0.81428 -0.95088 1.48980
C 0.06171 -0.46431 0.47750
N -1.23838 -0.55229 0.14710
N -1.26631 0.13863 -0.90216
N -0.14569 0.87033 -1.08950
N 0.80535 0.45786 -0.31238
H -0.26281 0.94384 -2.09152
H 1.15011 1.16345 0.28415

structure (SMILES) = [H]/N=c1\nn[nH][nH]1
LUMO level = -0.05 eV
HOMO energy = -8.90 eV
Kohn-Sham gap = 0.325 hartree


Arrangement C

ORCA calculation (ωB97M-V/def2-TZVPD) on an isolated molecule of CH3N5.

Atoms and positions in Å:
H -0.19334 -2.43412 0.50355
N 0.69153 -1.73174 0.70756
C 0.51708 -0.57875 0.26223
N 1.18600 0.62218 0.85810
N 0.63667 1.64896 0.41182
N -0.18623 1.35458 -0.67664
N -0.28432 -0.07107 -0.67317
H -1.16227 1.70554 -0.51468
H -1.20513 -0.51558 -0.87877

structure (SMILES) = [H]/N=c1/nn[nH][nH]1
LUMO level = 0.42 eV
HOMO energy = -9.27 eV
Kohn-Sham gap = 0.356 hartree


Stability comparison, relative energies in kJ/mol: arrangement A 0.0; arrangement B 66.7; arrangement C 9.5